Record 1
Below is a structure of composition C20H38EuNO3P2Si at a distorted geometry, with properties calculated with ωB97M-V/def2-TZVPD.

Last column: Löwdin spin population.
Positions of all 66 atoms, in Å:
Eu1 -0.06356 -0.03267 0.09245  6.107
P1 -2.36274 0.17956 -1.18721  -0.008
P2 2.26660 0.63935 1.14237  -0.006
Si1 -0.14948 -0.00866 3.85105  0.000
O1 -0.71970 0.24580 -4.63657  0.000
O2 0.44040 -1.82452 -3.33064  -0.002
O3 -0.17154 0.06696 2.23534  -0.014
N1 -0.05107 2.25763 -0.42294  -0.011
C1 0.05125 4.83712 -1.07253  0.001
C2 -1.04826 -2.75611 1.07781  -0.005
C3 -1.93988 0.08689 4.15245  0.000
C4 -0.86551 4.01231 -1.72248  0.000
C5 0.93164 4.35214 -0.10546  -0.001
C6 0.87257 3.00120 0.20643  0.001
C7 1.09228 -2.94267 -0.27252  -0.005
C8 -0.89000 2.66283 -1.38819  0.002
C9 0.53189 1.53679 4.69627  0.000
C10 -2.71657 -1.22054 -2.22949  -0.001
C11 3.64377 0.42335 0.05262  0.000
C12 0.00175 -4.89217 0.65957  0.001
C13 0.38383 -1.65090 4.57719  0.000
C14 -1.79125 1.62215 -2.09124  0.002
C15 0.00914 -2.31470 0.31499  -0.044
C16 -3.58110 0.51705 0.06397  -0.001
C17 -1.03224 -4.15146 1.23101  -0.002
C18 1.70921 2.34176 1.33541  0.001
C19 1.04754 -4.33287 -0.06526  -0.002
C20 2.57444 -0.18772 2.71112  -0.001
H1 0.19750 -2.67446 -2.92085  0.000
H2 1.12651 2.39968 2.27888  0.000
H3 -3.58559 -0.81934 -2.75385  0.000
H4 -0.35631 -0.62791 -4.32093  0.000
H5 0.03544 2.44749 4.32496  0.000
H6 -2.38073 -0.78330 3.66144  0.000
H7 1.73270 -0.03007 3.40217  0.000
H8 -0.16312 -2.47433 4.09335  0.000
H9 -1.57428 4.34991 -2.46794  0.000
H10 0.06828 0.72393 -4.95528  0.000
H11 4.41946 0.89111 0.66269  0.000
H12 3.42635 0.35537 3.14435  -0.001
H13 1.65955 4.95273 0.42444  0.000
H14 0.08495 5.88185 -1.32653  0.000
H15 3.79068 -0.65466 -0.11251  0.000
H16 1.85062 -4.89947 -0.50628  0.000
H17 1.61205 1.74054 4.66809  0.000
H18 0.09022 -1.63815 5.63691  0.000
H19 -1.80092 -2.07771 1.51423  -0.001
H20 0.65915 -1.17678 -2.53485  -0.002
H21 -3.72315 -0.37325 0.69108  0.000
H22 -2.93629 -2.08366 -1.58787  0.000
H23 0.27376 1.45145 5.76194  0.000
H24 -2.28323 1.02103 3.69998  0.000
H25 -3.26747 1.36971 0.67915  0.000
H26 0.93799 -0.25488 -1.71297  -0.007
H27 1.86562 -2.38783 -0.81494  -0.001
H28 -1.86564 -1.43582 -2.88990  0.000
H29 -2.03884 0.06792 5.23785  0.000
H30 -1.83838 -4.58003 1.79993  -0.001
H31 -2.74330 2.10384 -2.34111  0.000
H32 -4.43066 0.73107 -0.58472  0.000
H33 1.44616 -1.92463 4.54719  0.000
H34 -1.29558 1.24085 -3.02903  0.000
H35 -0.01299 -5.96095 0.78662  0.000
H36 2.61803 -1.28606 2.55589  0.000
H37 2.64538 2.88977 1.45828  0.000
H38 3.41816 0.94104 -0.88823  0.000

Summary:
E: -2747.7266 hartree
Gap between HOMO and LUMO (spin up / spin down): 6.5 / 6.4 eV
Energy above the lowest of the compared OMol25 structures with the same formula, charge and spin: 0.738 eV
Spin multiplicity: 7
<S²>: 12.04
HOMO (spin up / spin down): -6.48 / -6.38 eV



Record 2
Below is a cluster of 2 separate species, C20H38FO4PS in total at a distorted geometry, with properties calculated with ωB97M-V/def2-TZVPD.

Last column: Mulliken charge in e.
Positions of all 65 atoms, in Å:
S1 3.57074 0.36924 5.85362  0.400
P1 -1.22905 0.55538 -0.94242  0.449
F1 -1.60345 2.85805 0.58602  -0.458
O1 -4.12611 1.07662 -2.81933  -0.291
O2 2.77332 0.48073 4.60554  -0.500
O3 -0.44230 -3.47281 -1.82425  -0.560
O4 -1.67220 -0.47439 -2.24204  -0.577
C1 4.57616 1.85563 5.97800  -0.940
C2 4.50276 0.82632 -3.03442  -0.584
C3 4.63485 -1.44224 -2.29215  -0.628
C4 -0.11624 1.24089 1.68067  -0.538
C5 2.52075 -0.39921 -2.48149  -0.077
C6 -2.22167 -1.74159 -2.05873  -0.589
C7 3.13080 0.75958 -2.90923  -0.305
C8 -2.56677 -3.83623 -0.78112  -1.559
C9 2.47622 0.77102 7.22379  -0.948
C10 0.52027 -0.12206 -0.94644  -0.556
C11 3.26227 -1.51889 -2.16222  -0.267
C12 -5.33134 0.48995 -3.23808  -0.808
C13 -2.66228 0.11454 0.14516  -0.816
C14 -4.18793 1.54372 -1.47908  -0.690
C15 0.98983 -0.43289 -2.40069  -0.568
C16 5.24411 -0.30006 -2.73640  -0.423
C17 -0.64616 1.83439 0.34525  -0.540
C18 1.34984 1.62562 2.01100  -1.267
C19 -4.10460 0.44363 -0.40376  -0.768
C20 -1.49131 -2.77460 -1.16734  0.527
H1 5.08507 1.86967 6.94213  0.378
H2 1.91426 0.69083 2.11504  0.282
H3 1.26794 0.58188 -0.56854  0.647
H4 1.98298 1.72473 7.03396  0.302
H5 4.97522 1.73714 -3.39168  0.386
H6 1.42882 2.13767 2.97039  0.299
H7 -1.16285 -2.35928 -0.21038  0.176
H8 2.77626 -2.43004 -1.82296  0.461
H9 -1.40670 1.64947 -1.82357  -0.135
H10 -2.11874 -4.81212 -0.58590  0.406
H11 3.05386 0.82035 8.14714  0.375
H12 -2.68498 -0.92717 0.49176  0.426
H13 -4.70833 0.80968 0.43578  0.489
H14 0.65248 0.34940 -3.08630  0.442
H15 0.62907 -1.03899 -0.35428  0.320
H16 -2.63724 0.67601 1.08361  0.671
H17 5.24186 -2.31816 -2.07090  0.363
H18 6.32235 -0.24717 -2.86756  0.360
H19 -0.78617 -3.78621 -2.67030  0.429
H20 0.21122 2.39326 -0.06334  0.644
H21 3.94469 2.73791 5.86986  0.297
H22 -5.18323 2.01690 -1.36843  0.406
H23 -3.28453 -1.77042 -1.76573  0.034
H24 -3.47716 2.35672 -1.30618  0.487
H25 -5.09358 -0.13373 -4.10917  0.270
H26 -0.74855 1.66939 2.47016  0.610
H27 0.69184 -1.42752 -2.73308  0.323
H28 -0.27620 0.15607 1.69525  0.209
H29 -2.23934 -2.21867 -3.05930  0.562
H30 -4.61765 -0.45254 -0.76636  0.278
H31 -3.23283 -3.96770 -1.65096  0.343
H32 1.72970 -0.01671 7.30376  0.309
H33 -5.79434 -0.17548 -2.49531  0.364
H34 -6.08748 1.22022 -3.56848  0.298
H35 -3.20167 -3.48511 0.04081  0.339
H36 1.85146 2.18074 1.21108  0.376
H37 2.51836 1.62459 -3.15996  0.338
H38 5.31362 1.83400 5.17807  0.313

Summary:
E: -1925.0946 hartree
Gap between HOMO and LUMO: 9.2 eV
Energy above the lowest of the compared OMol25 structures with the same formula, charge and spin: 0.000 eV
HOMO: -8.50 eV



Record 3
Below is a structure of composition C20H38IrN2O2PS4 at a distorted geometry, with properties calculated with ωB97M-V/def2-TZVPD.

Last column: Mulliken charge in e.
Positions of all 68 atoms, in Å:
Ir1 0.16010 0.14621 0.17133  0.810
S1 -0.54713 -1.48961 -2.46107  -0.027
S2 -1.79548 1.24416 -1.36319  0.101
S3 1.51906 0.06291 1.98162  -0.022
S4 -0.29613 2.53628 1.03957  0.094
P1 -2.30788 -1.25709 2.56501  1.080
O1 -2.87556 -0.32919 3.60154  -1.054
O2 -1.55623 -0.65722 1.40009  -1.288
N1 -0.15792 -1.92456 3.98533  -0.566
N2 -4.96982 -1.60223 2.80716  -0.205
C1 3.08882 0.97284 -2.77111  0.205
C2 3.55961 -0.07151 -3.56035  -0.392
C3 0.24593 -2.59566 -1.27464  -0.956
C4 -2.02049 2.98341 0.67564  -0.978
C5 3.38964 2.08506 -0.49998  -1.733
C6 -1.32118 -2.55254 3.35894  -0.789
C7 -2.81095 -0.07246 -2.09868  -0.946
C8 3.34395 1.27659 -5.54276  -0.492
C9 3.69080 0.08257 -4.93540  -0.931
C10 1.43695 0.80562 -1.01430  -0.834
C11 1.10975 1.51516 3.02178  -0.910
C12 3.69416 -0.39529 -0.71896  -2.227
C13 -3.84253 -2.13238 1.95552  -1.047
C14 2.86852 2.32446 -4.76670  -1.018
C15 2.91382 0.81102 -1.23833  3.797
C16 -2.79898 1.84975 0.01942  0.140
C17 -2.23920 -1.45376 -1.82719  0.064
C18 0.71206 -1.86056 -0.00677  -0.939
C19 2.73918 2.17086 -3.39651  -0.299
C20 -0.31005 2.01104 2.77206  -0.111
H1 3.44441 1.39407 -6.61323  0.426
H2 4.42176 2.26831 -0.79883  0.492
H3 -0.45239 -1.36456 4.77933  0.261
H4 2.80134 2.96993 -0.73945  0.338
H5 1.79091 -1.94168 0.08804  0.717
H6 4.07242 -0.73811 -5.52822  0.428
H7 4.73844 -0.30474 -1.01664  0.547
H8 -1.96237 3.84640 0.01389  0.436
H9 1.07713 -3.04492 -1.81695  0.378
H10 -5.70110 -1.15118 2.26247  0.333
H11 -1.96859 -3.09083 4.06129  0.482
H12 -2.83098 0.12033 -3.17114  0.469
H13 -2.22111 -1.65258 -0.75583  -0.535
H14 -2.49676 3.29806 1.60347  0.511
H15 -3.74497 2.23406 -0.36331  0.699
H16 3.85057 -1.01525 -3.12184  0.356
H17 0.25477 -2.32870 0.86727  0.286
H18 1.01353 1.58932 -1.65811  0.408
H19 3.31433 -1.33457 -1.11500  0.408
H20 0.78227 -0.82113 2.73859  0.086
H21 -1.03480 1.21472 2.91771  -0.264
H22 -2.97639 1.03413 0.71562  -0.546
H23 -5.40263 -2.32193 3.38298  0.351
H24 -0.98897 -3.26107 2.59679  0.430
H25 1.84844 2.27842 2.77603  0.430
H26 2.60308 3.26638 -5.22830  0.423
H27 -0.46313 -3.39065 -1.04872  0.394
H28 0.48102 -2.62772 4.33979  0.262
H29 -0.57632 2.85368 3.40940  0.643
H30 -3.82836 0.04339 -1.72470  0.503
H31 3.36266 1.93568 0.58152  0.385
H32 1.27165 1.20655 4.05357  0.568
H33 -4.04519 -1.91139 0.91086  0.273
H34 -3.77686 -3.21108 2.07872  0.473
H35 -4.49002 -0.88461 3.42928  0.324
H36 -2.83584 -2.21019 -2.33771  0.594
H37 3.66879 -0.44260 0.36957  0.462
H38 2.37646 3.01223 -2.81728  0.247

Summary:
E: -3082.8401 hartree
Gap between HOMO and LUMO: 7.4 eV
Energy above the lowest of the compared OMol25 structures with the same formula, charge and spin: 0.968 eV
HOMO: -13.36 eV
Charge: +2



Number 3 is which compound? C20H38IrN2O2PS4